{"formula": "C36H70Br2ClF4N7O10S3Si2", "method": "wB97M-V/def2-TZVPD", "max_force_ha_per_bohr": 0.1032, "lumo_energy_ev": -0.67, "homo_lumo_gap_ev": 8.02, "symbols": ["C", "C", "C", "F", "Si", "C", "C", "C", "C", "S", "O", "O", "Cl", "C", "C", "C", "S", "C", "S", "N", "C", "C", "N", "C", "O", "Si", "O", "C", "C", "C", "O", "C", "C", "C", "F", "Br", "C", "F", "F", "Br", "H", "H", "H", "H", "H", "H", "H", "H", "H", "H", "H", "H", "H", "H", "H", "H", "H", "H", "H", "H", "H", "H", "H", "H", "H", "H", "H", "H", "H", "H", "H", "H", "H", "H", "H", "C", "O", "N", "C", "C", "H", "H", "H", "H", "H", "H", "H", "C", "O", "N", "C", "C", "H", "H", "H", "H", "H", "H", "H", "C", "O", "N", "C", "C", "H", "H", "H", "H", "H", "H", "H", "C", "O", "N", "C", "C", "H", "H", "H", "H", "H", "H", "H", "C", "O", "N", "C", "C", "H", "H", "H", "H", "H", "H", "H"], "xyz": [[0.778075, 3.711805, 1.803915], [0.878668, 4.209742, 0.318999], [-0.290067, 3.770052, -0.612577], [-0.215364, 4.627952, -1.774469], [-0.126395, 1.945146, -1.249826], [-1.663883, 1.041108, -0.518654], [-1.899105, 1.349721, 1.023440], [-3.055511, 2.423162, 1.281988], [-4.074508, 1.990259, 2.393153], [-5.742951, 1.524053, 1.798569], [-5.878242, 0.080310, 1.900757], [-6.688653, 2.155927, 2.717515], [-6.168476, 2.265509, -0.075827], [1.502623, 1.137912, -0.708228], [1.247662, -0.108655, 0.272858], [2.631894, -0.901135, 0.311293], [3.059597, -1.467651, 2.011858], [1.752384, -2.641680, 2.416470], [0.961756, -3.409514, 1.176240], [1.370682, -2.981422, 3.759395], [0.102699, -2.767357, 4.259648], [0.243134, -3.317333, 5.605507], [1.545192, -3.765820, 5.764001], [2.267221, -3.564642, 4.648871], [-0.387350, 2.037508, -2.932140], [-0.014756, 0.636614, -3.808188], [-0.919911, 0.731092, -5.264821], [-0.484268, -1.005639, -2.989191], [-0.518682, -2.168900, -4.090854], [-1.182383, -3.464171, -3.434669], [-0.232030, -4.251945, -2.715787], [1.809124, 0.768720, -4.341798], [2.537644, -0.610264, -4.561504], [4.069838, -0.478899, -4.777503], [4.675180, 0.036608, -3.626196], [4.894990, -2.254695, -5.054311], [4.485620, 0.463155, -5.997964], [3.487942, 0.667361, -6.898241], [5.535583, -0.079233, -6.717102], [5.216623, 2.166267, -5.282104], [0.934599, 2.597325, 1.805553], [1.598431, 4.135730, 2.442821], [-0.249644, 3.953383, 2.178787], [0.847689, 5.338023, 0.362205], [1.896612, 3.968762, -0.084870], [-1.285492, 3.983309, -0.154127], [-1.579730, -0.071215, -0.601658], [-2.596190, 1.314284, -1.087716], [-0.967090, 1.573957, 1.591781], [-2.300204, 0.392392, 1.464655], [-2.520193, 3.357346, 1.603881], [-3.508179, 2.651307, 0.290446], [-4.227212, 2.884820, 3.053987], [-3.671449, 1.197280, 3.074294], [2.174821, 1.819687, -0.115899], [2.139803, 0.735348, -1.533793], [1.035788, 0.284686, 1.303428], [0.421909, -0.760168, -0.083507], [2.602001, -1.737686, -0.428647], [3.432080, -0.201321, -0.052231], [-0.769490, -2.311216, 3.765377], [-0.581700, -3.364457, 6.339390], [3.328594, -3.799655, 4.452420], [-1.705992, 1.285105, -5.114311], [0.250265, -1.351018, -2.220232], [-1.539473, -0.948044, -2.611335], [0.519319, -2.499573, -4.361326], [-1.089522, -1.881064, -5.001977], [-1.515900, -4.094657, -4.296860], [-2.062894, -3.141542, -2.833259], [-0.073244, -3.898372, -1.826884], [1.800956, 1.358806, -5.300928], [2.383100, 1.408349, -3.618041], [2.381213, -1.213508, -3.625457], [2.032571, -1.139956, -5.403720], [4.489522, 4.713062, 0.403268], [3.913385, 3.654135, 0.221609], [5.337336, 5.293809, -0.474990], [5.988084, 6.557099, -0.192885], [5.603105, 4.630425, -1.739531], [4.355301, 5.294898, 1.328594], [5.703987, 7.286283, -0.955356], [7.071243, 6.415867, -0.211055], [5.694160, 6.932920, 0.786758], [4.666182, 4.507398, -2.286831], [6.025242, 3.641990, -1.547169], [6.300755, 5.216413, -2.335823], [-4.633561, -2.572476, -4.099755], [-3.679349, -3.197878, -4.527183], [-4.863926, -1.257261, -4.307802], [-6.026137, -0.584618, -3.761750], [-3.918702, -0.496745, -5.101946], [-5.411913, -3.054230, -3.485549], [-6.619387, -0.170238, -4.580289], [-5.697947, 0.224624, -3.104849], [-6.642349, -1.278335, -3.190892], [-3.848741, -0.934586, -6.099706], [-2.935451, -0.543318, -4.634328], [-4.238975, 0.541942, -5.179937], [1.391437, 6.650443, 3.079183], [2.325940, 5.981601, 2.677626], [1.220643, 7.969053, 2.840914], [0.079054, 8.702270, 3.352296], [2.211891, 8.672770, 2.047636], [0.584359, 6.212150, 3.689124], [-0.481673, 9.123975, 2.515221], [0.430516, 9.510107, 3.997935], [-0.576031, 8.047513, 3.925880], [2.278706, 8.210446, 1.060499], [3.185925, 8.594493, 2.534978], [1.938667, 9.721229, 1.942649], [-4.585051, -5.793194, -1.600163], [-3.683286, -5.008150, -1.376718], [-4.696253, -6.560078, -2.710299], [-5.804190, -7.472304, -2.904828], [-3.672385, -6.464965, -3.739100], [-5.413304, -5.943837, -0.886656], [-5.418809, -8.489253, -3.010098], [-6.345014, -7.193261, -3.812429], [-6.488522, -7.436863, -2.057390], [-2.703516, -6.726595, -3.308180], [-3.624720, -5.437938, -4.101726], [-3.900220, -7.137912, -4.564745], [1.328148, -5.559437, 8.394732], [0.593823, -4.702299, 8.849046], [1.788927, -6.635139, 9.082608], [2.661753, -7.617645, 8.474931], [1.394689, -6.805131, 10.468674], [1.684400, -5.523682, 7.354557], [2.180045, -8.598051, 8.509323], [3.602768, -7.655891, 9.029534], [2.870311, -7.359653, 7.437159], [0.306651, -6.873596, 10.529045], [1.720290, -5.937410, 11.045930], [1.841464, -7.708161, 10.882297]], "atomic_forces_ev_per_a": [[0.17, -0.90, -0.80], [0.09, 1.13, 0.55], [0.99, 0.41, -0.13], [-0.13, -0.51, 0.70], [-1.41, 0.68, -0.27], [0.06, -0.27, 0.61], [-1.39, -0.96, -0.05], [1.77, -0.22, -0.04], [1.19, 1.81, -0.47], [-2.28, -1.69, 4.48], [0.98, 1.02, -1.80], [1.20, 0.56, -1.65], [0.58, -0.28, 0.34], [0.34, -1.03, 0.96], [1.19, 0.55, -0.26], [-1.01, 0.16, -0.59], [-0.60, -0.27, 0.60], [-0.74, -0.58, -2.19], [0.22, 0.56, 1.02], [1.98, 1.34, -2.35], [0.92, -1.85, 3.74], [0.41, 1.13, -3.20], [0.39, -0.23, -0.01], [-3.54, 0.70, 1.50], [0.76, -1.67, 0.77], [-0.34, 0.69, -1.22], [0.29, 0.40, 1.52], [0.02, -0.66, -1.13], [0.00, -0.72, 1.14], [0.37, 0.71, -1.26], [-0.10, 0.37, 0.21], [0.65, 0.31, -0.44], [-0.44, 0.48, 0.56], [-0.15, 0.01, 0.12], [-0.82, -0.66, -0.90], [-0.52, 0.47, 0.18], [1.28, -0.15, -0.49], [0.78, -0.22, 1.11], [-1.28, 0.63, 0.69], [-0.64, -0.35, -0.65], [-0.38, 0.85, 0.19], [-1.13, -0.36, -0.79], [0.87, -0.25, 0.07], [-0.05, -0.95, -0.15], [-1.23, 0.02, 0.19], [0.71, -0.17, -0.24], [0.02, 0.90, -0.11], [0.91, -0.13, 0.38], [-0.71, 0.07, -0.51], [0.54, 0.79, -0.32], [-0.86, -0.66, -0.15], [-0.05, -0.13, 0.92], [-0.44, -0.86, -0.70], [-0.76, 0.22, -1.00], [-0.68, -0.32, -0.81], [-0.64, 0.50, 0.30], [-0.03, -0.49, -0.94], [0.63, 0.42, 0.43], [0.08, 0.42, 0.81], [-0.40, -0.70, 0.95], [1.04, -0.41, 0.00], [1.11, -0.14, -0.27], [-1.04, 0.24, 0.06], [0.43, -0.23, -0.26], [-0.79, 0.43, -0.18], [1.01, 0.03, 0.09], [-0.91, 0.47, 0.03], [0.44, -0.12, 0.68], [0.15, 0.39, 1.03], [0.68, -0.61, -0.27], [-0.27, -0.01, -0.38], [-0.06, -0.55, 0.85], [-0.54, -0.63, -0.49], [0.42, 0.28, -0.96], [0.77, 0.27, 0.56], [0.18, 0.24, 0.16], [0.30, -0.13, -0.21], [-0.19, -0.05, 0.25], [-0.01, -0.19, -0.22], [-0.19, -0.18, 0.13], [-0.03, 0.01, -0.03], [0.11, 0.11, 0.09], [0.00, 0.18, 0.03], [-0.04, -0.09, -0.04], [0.10, -0.07, -0.08], [-0.02, 0.00, -0.15], [-0.04, 0.03, 0.10], [-0.13, -0.03, 0.02], [-0.41, 0.41, -0.30], [-0.17, -0.28, 0.19], [0.23, 0.07, -0.16], [0.09, -0.30, 0.02], [-0.01, 0.04, 0.03], [-0.10, 0.06, 0.13], [-0.18, 0.02, 0.03], [0.09, -0.01, -0.03], [0.14, 0.12, 0.00], [0.01, 0.04, -0.16], [-0.08, -0.08, 0.05], [-0.03, 0.22, 0.04], [0.34, 0.65, 0.07], [-0.14, -0.33, 0.16], [0.22, 0.09, -0.17], [0.11, -0.28, 0.00], [-0.04, 0.02, -0.01], [-0.10, 0.06, 0.13], [-0.17, 0.03, 0.02], [0.08, -0.02, -0.04], [0.09, 0.10, 0.00], [0.02, 0.07, -0.11], [-0.06, -0.08, 0.06], [0.01, -0.08, -0.14], [-0.04, -0.02, -0.13], [-0.21, 0.10, 0.36], [0.27, 0.10, -0.12], [0.17, 0.20, 0.18], [-0.05, -0.06, -0.03], [-0.18, -0.05, -0.03], [-0.10, -0.15, 0.03], [0.07, 0.04, -0.01], [0.03, 0.03, -0.12], [0.12, -0.05, -0.08], [-0.09, -0.01, 0.11], [0.10, -0.15, -0.15], [0.01, -0.18, 0.19], [-0.05, 0.17, -0.17], [-0.15, 0.07, 0.29], [-0.11, 0.24, -0.12], [0.01, 0.03, 0.04], [0.16, -0.07, -0.09], [0.05, -0.14, -0.12], [-0.06, 0.06, 0.06], [0.04, 0.01, 0.15], [-0.09, -0.08, 0.10], [0.01, 0.03, -0.10]]}

---

{"formula": "CH3Br3SSi", "method": "wB97M-V/def2-TZVPD", "max_force_ha_per_bohr": 0.0649, "de_lowest_ev": 3.350, "lumo_energy_ev": [-0.43, -1.74], "homo_lumo_gap_ev": [7.55, 6.32], "symbols": ["C", "Si", "S", "Br", "Br", "Br", "H", "H", "H"], "xyz": [[-1.656395, 1.353260, -1.271460], [1.507222, -1.151506, 0.701234], [-1.162754, -0.160452, -0.650869], [3.376203, -0.105146, 0.052135], [1.715273, -3.451960, 0.680402], [1.045098, -0.493720, 2.729629], [-1.660744, 2.054683, -0.492475], [-1.612618, 1.791766, -2.245108], [-1.551284, 0.163074, 0.496513]], "atomic_forces_ev_per_a": [[0.30, -0.38, 0.44], [-0.18, -0.63, -0.98], [0.68, -0.58, -3.22], [-0.07, -0.23, 0.07], [0.07, 0.91, 0.05], [-0.09, 0.14, 0.75], [-0.31, 1.13, 0.78], [0.25, -0.70, -0.64], [-0.64, 0.34, 2.75]]}